Entry 1:
{
  "formula": "C3H10N2",
  "method": "wB97M-V/def2-TZVPD",
  "molar_mass_g_mol": 74.13,
  "smiles": "C[C@H](N)CN",
  "multiplicity": 1,
  "e_above_lowest_ev": 0.145,
  "charge": 0,
  "homo_lumo_gap_ev": 10.11,
  "e_homo_ev": -8.9,
  "largest_force_ha_per_bohr": 0.03986,
  "elements": ["C", "C", "C", "H", "H", "H", "H", "H", "H", "H", "H", "H", "H", "N", "N"],
  "xyz": [[1.3459, 1.1297, -0.4173], [0.5262, -0.1165, -0.0376], [-0.8477, 0.2717, 0.5655], [2.2711, 0.8346, -1.0127], [0.7694, 1.7989, -1.0424], [1.6325, 1.6337, 0.5303], [1.0796, -0.7254, 0.6888], [1.0527, -1.1077, -1.7991], [-0.3607, -1.6889, -1.0581], [-1.3722, 0.8575, -0.1768], [-0.6923, 0.9209, 1.4471], [-2.5997, -0.6875, 0.9985], [-1.3640, -1.3736, 1.7239], [0.1889, -0.8337, -1.2570], [-1.6296, -0.9139, 0.8470]],
  "forces_ev_per_a": [[0.931, -0.816, 0.479], [-0.833, 0.500, -0.594], [1.077, 0.314, 0.561], [-1.022, 0.370, 0.914], [-0.217, 0.152, -0.075], [0.083, -0.058, -0.727], [0.060, 0.028, 0.078], [-1.341, 0.327, 0.934], [0.522, 0.836, -0.098], [-0.118, 0.128, -0.273], [0.002, -0.137, -0.137], [-0.246, 0.161, -0.239], [0.262, 0.283, -0.450], [1.096, -1.335, -1.103], [-0.256, -0.753, 0.731]],
  "nbo_charge": [-0.61, -0.05, -0.22, 0.21, 0.21, 0.21, 0.16, 0.35, 0.38, 0.20, 0.16, 0.36, 0.35, -0.86, -0.84]
}

***

Entry 2:
{
  "formula": "C59H70CrGe2N6O2S5",
  "method": "wB97M-V/def2-TZVPD",
  "molar_mass_g_mol": 1252.80,
  "multiplicity": 6,
  "e_above_lowest_ev": 1.084,
  "charge": 1,
  "homo_lumo_gap_ev": [8.18, 5.90],
  "e_homo_ev": [-9.8, -10.2],
  "largest_force_ha_per_bohr": 0.02816,
  "elements": ["Cr", "C", "C", "S", "C", "C", "S", "C", "C", "S", "H", "H", "H", "H", "H", "H", "H", "H", "H", "H", "H", "H", "S", "C", "N", "C", "C", "C", "C", "C", "C", "H", "H", "H", "H", "H", "O", "C", "N", "C", "C", "O", "N", "C", "C", "C", "C", "C", "C", "C", "C", "C", "C", "C", "C", "H", "H", "H", "H", "H", "H", "H", "H", "H", "H", "H", "C", "C", "C", "C", "N", "N", "H", "H", "H", "H", "H", "H", "H", "H", "H", "H", "H", "H", "N", "S", "C", "C", "C", "C", "C", "C", "C", "C", "C", "C", "C", "C", "H", "H", "H", "H", "H", "H", "H", "H", "H", "H", "H", "C", "Ge", "C", "C", "Ge", "C", "C", "C", "C", "C", "C", "C", "C", "C", "C", "C", "C", "H", "H", "H", "H", "H", "H", "H", "H", "H", "H", "H", "H", "H", "H", "H", "H", "H", "H", "H"],
  "xyz": [[0.1269, -0.0785, -0.7253], [-2.9601, -4.7027, -2.0208], [-3.4621, -3.3094, -2.3760], [-2.1738, -2.0947, -2.7070], [-1.3428, -2.7885, -4.1476], [-0.1556, -3.7353, -3.8850], [0.8197, -3.2687, -2.4372], [0.9055, -4.7702, -1.4371], [-0.3782, -5.5687, -1.2257], [-1.8367, -4.6815, -0.5992], [-2.4430, -5.1510, -2.8668], [-3.8164, -5.3381, -1.7897], [-4.0243, -2.8935, -1.5372], [-4.1426, -3.3565, -3.2295], [-1.0088, -1.9219, -4.7236], [-2.0995, -3.2915, -4.7534], [0.4983, -3.7177, -4.7565], [-0.4983, -4.7609, -3.7669], [1.2677, -4.3920, -0.4820], [1.6598, -5.4422, -1.8495], [-0.1564, -6.3577, -0.5063], [-0.6875, -6.0723, -2.1403], [3.4058, 0.4746, -3.7810], [2.0240, -0.0445, -2.9459], [1.6082, 0.7066, -1.9682], [2.4609, 1.8191, -1.8169], [2.3889, 2.7845, -0.8168], [3.3046, 3.8107, -0.8326], [4.2993, 3.8872, -1.8204], [4.4066, 2.9125, -2.7873], [3.4756, 1.8728, -2.7641], [1.5333, -0.9701, -3.2175], [1.6778, 2.6940, -0.0098], [3.2614, 4.5677, -0.0600], [5.0053, 4.7066, -1.8097], [5.1928, 2.9424, -3.5292], [0.4451, -2.9533, 1.2092], [1.3534, -2.1452, 1.2812], [2.3093, -2.1612, 2.2649], [3.4704, -1.3752, 1.8842], [2.9253, -0.7329, 0.5851], [3.6038, -0.0308, -0.1331], [1.6097, -1.0967, 0.3897], [3.8100, -0.3013, 2.9279], [4.4106, 0.9036, 2.5782], [4.7871, 1.8090, 3.5636], [4.5769, 1.5233, 4.9045], [3.9714, 0.3249, 5.2578], [3.5879, -0.5760, 4.2749], [4.7036, -2.2638, 1.6578], [4.9474, -3.3081, 2.5474], [6.0597, -4.1224, 2.4077], [6.9567, -3.9007, 1.3725], [6.7318, -2.8536, 0.4933], [5.6176, -2.0350, 0.6342], [2.3907, -3.0145, 2.7925], [4.5996, 1.1276, 1.5361], [5.2594, 2.7403, 3.2765], [4.8787, 2.2280, 5.6682], [3.8032, 0.0873, 6.3005], [3.1160, -1.5059, 4.5663], [4.2811, -3.4920, 3.3827], [6.2274, -4.9269, 3.1118], [7.8259, -4.5347, 1.2591], [7.4285, -2.6663, -0.3136], [5.4593, -1.2170, -0.0512], [0.8190, 2.2695, 4.1225], [0.1860, 2.9044, 2.8945], [-1.3027, 3.1504, 3.1401], [0.8864, 4.2187, 2.5556], [0.4358, 1.9620, 1.7803], [-0.4830, 1.9869, 0.7037], [0.8152, 2.9660, 4.9615], [1.8518, 1.9867, 3.9195], [0.2663, 1.3753, 4.4238], [-1.4332, 3.7153, 4.0635], [-1.8496, 2.2070, 3.2490], [-1.7670, 3.7286, 2.3377], [0.7228, 4.9671, 3.3327], [0.5094, 4.6291, 1.6129], [1.9596, 4.0480, 2.4523], [0.5293, 1.0080, 2.1167], [-0.3683, 2.8666, 0.2043], [-1.4455, 1.9559, 1.0415], [-1.4134, -0.9431, 0.4272], [-1.7136, -0.5330, 1.9426], [-1.2523, -1.7748, 3.1324], [-1.7677, -3.0618, 3.0750], [-1.3833, -3.9748, 4.0368], [-0.5031, -3.5961, 5.0496], [-0.0013, -2.3063, 5.0978], [-0.3717, -1.3831, 4.1247], [-3.4819, -0.5562, 2.1922], [-4.2976, -1.1221, 1.2357], [-5.6699, -1.1586, 1.4541], [-6.2008, -0.6140, 2.6135], [-5.3648, -0.0305, 3.5607], [-3.9951, -0.0011, 3.3564], [-1.5176, -1.9467, 0.2514], [-2.4456, -3.3545, 2.2850], [-1.7691, -4.9847, 4.0002], [-0.2091, -4.3161, 5.8018], [0.6787, -2.0133, 5.8865], [0.0356, -0.3796, 4.1337], [-3.8521, -1.5096, 0.3305], [-6.3224, -1.6086, 0.7169], [-7.2691, -0.6392, 2.7814], [-5.7826, 0.4009, 4.4603], [-3.3370, 0.4385, 4.0970], [-4.9808, 0.1771, -2.1294], [-3.8305, 1.7210, -1.8225], [-4.1655, 2.3142, 0.0114], [-4.4172, 3.1273, -3.0324], [-1.4263, 1.4355, -2.3671], [-0.7857, 3.3084, -2.3653], [0.2125, 3.7936, -3.2152], [0.6256, 5.1173, -3.1677], [0.0571, 5.9946, -2.2551], [-0.9375, 5.5415, -1.4012], [-1.3462, 4.2148, -1.4597], [-1.3846, 0.9027, -4.2735], [-2.5699, 0.4192, -4.8337], [-2.6596, 0.0925, -6.1799], [-1.5493, 0.2167, -7.0021], [-0.3544, 0.6726, -6.4657], [-0.2774, 1.0071, -5.1194], [-5.9309, 0.3821, -1.6317], [-4.5642, -0.7424, -1.7286], [-5.1756, 0.0282, -3.1898], [-5.2309, 2.1716, 0.2039], [-3.9406, 3.3715, 0.1403], [-3.6168, 1.7376, 0.7585], [-5.4400, 3.3872, -2.7505], [-4.4089, 2.7836, -4.0661], [-3.7895, 4.0127, -2.9541], [0.6772, 3.1472, -3.9425], [1.3975, 5.4616, -3.8439], [0.3835, 7.0255, -2.2123], [-1.3993, 6.2186, -0.6936], [-2.1260, 3.8913, -0.7844], [-3.4393, 0.2737, -4.2138], [-3.5962, -0.2723, -6.5826], [-1.6143, -0.0405, -8.0511], [0.5212, 0.7750, -7.0942], [0.6733, 1.3535, -4.7479]],
  "forces_ev_per_a": [[0.267, -0.397, 0.979], [-0.033, 0.001, 0.016], [0.088, -0.083, -0.025], [-0.179, 0.210, -0.010], [-0.012, -0.001, -0.021], [-0.088, 0.014, -0.042], [0.113, 0.039, 0.044], [-0.099, 0.012, 0.057], [-0.032, 0.039, -0.001], [0.086, 0.014, 0.187], [-0.015, -0.008, -0.037], [0.018, -0.024, -0.009], [-0.025, -0.015, 0.002], [-0.023, -0.031, 0.016], [0.008, -0.001, 0.049], [0.057, 0.012, -0.092], [-0.039, -0.061, -0.056], [0.026, 0.006, 0.046], [-0.006, -0.047, 0.038], [0.010, -0.006, 0.003], [0.014, 0.003, 0.002], [0.021, -0.042, -0.008], [0.116, 0.035, -0.155], [-0.180, -0.107, 0.060], [0.446, 0.296, -0.219], [-0.387, -0.263, -0.019], [0.003, 0.044, 0.031], [0.029, 0.047, -0.034], [-0.041, -0.004, 0.059], [-0.050, -0.039, 0.037], [0.147, 0.088, -0.079], [0.056, 0.082, 0.019], [-0.004, -0.018, 0.011], [0.019, 0.006, -0.009], [-0.002, 0.008, 0.010], [-0.002, -0.001, -0.008], [-0.035, -0.069, -0.059], [0.202, 0.222, -0.284], [0.010, -0.025, 0.095], [-0.035, -0.013, -0.023], [-0.273, -0.171, 0.125], [-0.037, 0.234, -0.156], [0.198, -0.144, 0.229], [-0.039, -0.091, 0.020], [0.085, 0.003, -0.023], [-0.018, -0.008, -0.032], [-0.066, -0.005, -0.015], [-0.001, 0.034, -0.037], [-0.015, 0.037, 0.008], [-0.025, 0.054, -0.007], [0.019, -0.010, 0.020], [0.008, 0.006, -0.022], [-0.026, 0.014, 0.002], [-0.023, 0.003, 0.017], [-0.022, -0.033, 0.028], [0.028, -0.037, -0.060], [-0.023, -0.014, 0.038], [-0.004, -0.003, 0.002], [0.012, -0.004, -0.001], [-0.004, 0.001, 0.007], [-0.025, -0.019, -0.012], [0.000, 0.010, 0.005], [0.000, -0.003, 0.002], [0.002, 0.001, -0.004], [0.003, 0.005, -0.001], [-0.008, 0.023, -0.027], [0.010, 0.037, 0.090], [0.015, 0.013, -0.055], [-0.086, -0.057, 0.080], [0.001, -0.005, -0.056], [0.199, 0.022, 0.112], [0.202, -0.149, -0.023], [0.000, -0.008, 0.000], [0.100, -0.029, -0.014], [0.035, 0.229, 0.034], [-0.002, 0.018, -0.008], [0.036, 0.061, 0.009], [0.003, 0.001, 0.003], [-0.019, -0.003, 0.004], [0.006, -0.003, 0.015], [-0.011, 0.008, 0.001], [-0.076, 0.129, -0.126], [0.032, -0.115, 0.007], [-0.037, 0.054, -0.101], [-0.068, -0.014, 0.024], [0.013, 0.117, -0.237], [-0.096, 0.088, -0.006], [-0.043, -0.067, 0.120], [0.000, 0.019, 0.003], [-0.006, 0.023, -0.050], [-0.007, 0.003, -0.035], [0.056, -0.102, 0.013], [0.034, -0.230, 0.053], [-0.170, -0.027, -0.001], [0.055, 0.019, -0.054], [0.038, 0.028, 0.023], [-0.025, 0.003, -0.011], [-0.037, 0.007, -0.007], [0.032, 0.042, 0.047], [-0.030, 0.002, -0.067], [0.011, -0.003, 0.007], [-0.014, -0.004, 0.015], [0.019, 0.012, 0.008], [-0.027, -0.210, -0.003], [0.000, -0.042, -0.078], [0.005, 0.007, -0.007], [-0.002, 0.003, 0.007], [-0.004, -0.004, 0.003], [0.003, -0.015, 0.004], [-0.071, -0.136, 0.016], [0.087, -0.207, 0.233], [0.048, -0.019, 0.148], [-0.008, 0.131, -0.104], [-0.681, 0.751, -1.034], [0.278, -0.057, 0.183], [-0.063, 0.057, -0.018], [-0.037, -0.034, 0.030], [0.013, -0.001, -0.003], [-0.006, -0.038, -0.021], [0.084, 0.055, -0.005], [0.130, -0.219, 0.012], [0.034, 0.046, -0.090], [0.014, -0.011, 0.026], [-0.003, 0.005, -0.002], [0.001, -0.001, 0.048], [-0.018, -0.033, -0.024], [-0.016, -0.029, 0.005], [-0.002, 0.001, 0.040], [-0.041, -0.004, -0.002], [0.008, 0.006, 0.051], [-0.004, 0.039, 0.029], [-0.055, 0.015, -0.050], [0.001, 0.040, -0.061], [-0.007, 0.004, -0.002], [-0.016, 0.036, -0.004], [0.032, -0.055, -0.013], [0.007, -0.001, 0.002], [-0.004, 0.003, -0.008], [-0.004, -0.001, 0.003], [-0.086, -0.040, 0.069], [-0.051, 0.013, 0.034], [-0.007, 0.014, -0.001], [0.001, -0.003, -0.001], [0.005, -0.009, 0.005], [0.098, 0.017, 0.091]],
  "lowdin_spin": [3.96, 0.00, 0.00, 0.02, 0.00, 0.00, 0.01, 0.00, 0.00, 0.00, 0.00, 0.00, 0.00, 0.00, 0.00, 0.00, 0.00, 0.00, 0.00, 0.00, 0.00, 0.00, 0.01, 0.04, 0.03, 0.01, 0.00, 0.00, 0.00, 0.00, 0.00, 0.00, 0.00, 0.00, 0.00, 0.00, 0.00, 0.01, 0.00, 0.00, 0.01, 0.01, 0.01, 0.00, 0.00, 0.00, 0.00, 0.00, 0.00, 0.00, 0.00, 0.00, 0.00, 0.00, 0.00, 0.00, 0.00, 0.00, 0.00, 0.00, 0.00, 0.00, 0.00, 0.00, 0.00, 0.00, 0.00, 0.00, 0.00, 0.00, 0.01, 0.06, 0.00, 0.00, 0.00, 0.00, 0.00, 0.00, 0.00, 0.00, 0.00, 0.00, 0.00, 0.00, 0.03, 0.01, 0.00, 0.00, 0.00, 0.00, 0.00, 0.00, 0.00, 0.00, 0.00, 0.00, 0.00, 0.00, 0.00, 0.00, 0.00, 0.00, 0.00, 0.00, 0.00, 0.00, 0.00, 0.00, 0.00, 0.01, 0.08, 0.00, 0.04, 0.37, 0.04, 0.02, 0.00, 0.02, 0.00, 0.02, 0.06, 0.02, 0.00, 0.02, 0.00, 0.01, 0.00, 0.00, 0.00, 0.00, 0.00, 0.00, 0.01, 0.00, 0.00, 0.00, 0.00, 0.00, 0.00, 0.00, 0.00, 0.00, 0.00, 0.00, 0.00]
}

***

Entry 3:
{
  "formula": "C2H9N2O",
  "method": "wB97M-V/def2-TZVPD",
  "molar_mass_g_mol": 77.11,
  "multiplicity": 1,
  "e_above_lowest_ev": 1.502,
  "charge": 1,
  "homo_lumo_gap_ev": 10.21,
  "e_homo_ev": -14.5,
  "largest_force_ha_per_bohr": 0.01328,
  "elements": ["C", "C", "N", "N", "O", "H", "H", "H", "H", "H", "H", "H", "H", "H"],
  "xyz": [[1.2688, -0.7201, -0.5276], [0.8219, 0.1728, 0.5553], [-1.9558, -0.1092, 0.6218], [0.6335, 1.4138, 0.3055], [1.3151, -0.0066, -1.7252], [2.2643, -1.1059, -0.2362], [0.5998, -1.5940, -0.5712], [0.7289, -0.2165, 1.5611], [-2.5268, 0.6739, 0.3248], [-2.2246, -0.8986, 0.0431], [-2.2346, -0.3399, 1.5701], [0.3295, 2.0847, 1.0013], [0.7235, 1.7158, -0.6668], [1.4943, -0.5904, -2.4738]],
  "forces_ev_per_a": [[0.237, -0.615, -0.176], [-0.172, 0.407, -0.146], [0.179, -0.276, 0.056], [0.294, -0.049, -0.141], [-0.083, 0.146, -0.132], [-0.192, 0.076, 0.069], [0.030, 0.187, 0.139], [-0.051, 0.132, -0.006], [-0.050, -0.001, 0.013], [-0.106, 0.042, 0.040], [-0.138, 0.012, -0.054], [0.042, -0.164, -0.020], [0.024, 0.000, 0.199], [-0.014, 0.103, 0.159]],
  "nbo_charge": [-0.16, 0.33, -1.11, -0.61, -0.72, 0.24, 0.24, 0.25, 0.38, 0.38, 0.38, 0.44, 0.45, 0.51]
}